Entry 1:
The following is a DFT calculation (ωB97M-V/def2-TZVPD) of C25H24BBrN15OSn as an isolated structure.

Element x y z (Å)
Sn (-0.207, -0.300, 0.305)
C (-1.277, 2.332, -2.981)
C (-1.422, 1.879, -1.688)
N (-0.399, 1.060, -1.365)
N (0.402, 0.961, -2.472)
C (-0.123, 1.728, -3.444)
B (1.742, 0.192, -2.305)
N (2.446, 0.728, -1.047)
C (3.601, 1.395, -0.841)
C (3.808, 1.541, 0.511)
C (2.701, 0.951, 1.099)
N (1.866, 0.483, 0.159)
N (1.450, -1.314, -2.071)
C (1.863, -2.391, -2.759)
C (1.466, -3.539, -2.109)
C (0.780, -3.090, -1.001)
N (0.742, -1.743, -0.982)
N (2.693, 0.302, -3.539)
C (3.960, 0.009, -3.609)
C (4.363, 0.096, -4.997)
C (3.154, 0.447, -5.678)
N (2.161, 0.544, -4.852)
H (-1.915, 3.013, -3.519)
H (-2.196, 2.110, -0.975)
H (0.342, 1.793, -4.411)
H (4.212, 1.743, -1.657)
H (4.643, 2.014, 0.999)
H (2.474, 0.843, 2.147)
H (2.430, -2.296, -3.670)
H (1.659, -4.558, -2.400)
H (0.341, -3.682, -0.223)
H (4.568, -0.253, -2.754)
H (5.331, -0.145, -5.415)
H (3.009, 0.605, -6.738)
O (-6.504, 0.515, 0.042)
C (-5.212, 0.360, 0.171)
C (-4.431, 0.900, 1.205)
C (-3.085, 0.660, 1.209)
N (-2.447, -0.078, 0.263)
C (-3.224, -0.606, -0.716)
Br (-2.360, -1.695, -1.966)
C (-4.572, -0.416, -0.810)
H (-6.919, 1.043, 0.742)
H (-4.874, 1.498, 1.991)
H (-2.467, 1.077, 1.988)
H (-5.151, -0.858, -1.609)
N (0.109, 2.961, 1.361)
C (0.137, 2.108, 2.387)
N (0.399, 2.592, 3.574)
C (0.384, 1.732, 4.605)
N (0.670, 2.174, 5.802)
N (0.071, 0.397, 4.487)
C (-0.166, -0.007, 3.291)
N (-0.134, 0.762, 2.162)
C (-0.594, -1.409, 3.084)
C (-0.912, -2.241, 4.139)
C (-1.428, -3.501, 3.865)
C (-1.641, -3.868, 2.543)
C (-1.291, -2.991, 1.538)
N (-0.745, -1.787, 1.802)
H (0.279, 3.937, 1.562)
H (-0.079, 2.692, 0.411)
H (0.888, 3.150, 5.946)
H (0.664, 1.548, 6.595)
H (-0.768, -1.883, 5.148)
H (-1.690, -4.172, 4.673)
H (-2.081, -4.823, 2.289)
H (-1.497, -3.227, 0.507)

E_LUMO (spin up / spin down)	-0.4147 / -0.5261	hartree
E_tot	-4675.59003	hartree
energy relative to the best compared isomer or geometry (same formula, charge and spin)	7.7	kcal/mol
gap between HOMO and LUMO (spin up / spin down)	0.329 / 0.217	Ha
net charge	+4
spin multiplicity	2
expectation value of S²	0.76

***

Entry 2:
The following is a DFT calculation (ωB97M-V/def2-TZVPD) of C25H24BiN6O6S as an isolated structure.

Element x y z (Å)
Bi (-0.979, 1.384, -1.222)
S (-1.776, -0.131, -3.042)
C (-2.992, -1.046, -2.113)
N (-3.658, -2.100, -2.496)
N (-3.576, -2.677, -3.648)
C (-2.898, -2.243, -4.843)
C (-1.733, -2.882, -5.233)
C (-1.099, -2.474, -6.396)
C (-1.636, -1.442, -7.155)
C (-2.814, -0.822, -6.763)
C (-3.458, -1.226, -5.604)
N (-3.329, -0.735, -0.819)
N (-2.779, 0.237, -0.266)
C (-3.096, 0.462, 1.111)
C (-2.875, 1.730, 1.629)
C (-3.142, 1.980, 2.966)
C (-3.620, 0.962, 3.778)
C (-3.833, -0.307, 3.251)
C (-3.572, -0.567, 1.917)
H (-4.177, -3.484, -3.716)
H (-1.324, -3.676, -4.623)
H (-0.186, -2.961, -6.710)
H (-1.138, -1.127, -8.062)
H (-3.236, -0.028, -7.363)
H (-4.379, -0.758, -5.284)
H (-2.512, 2.536, 1.001)
H (-2.985, 2.973, 3.366)
H (-3.831, 1.155, 4.821)
H (-4.203, -1.101, 3.886)
H (-3.727, -1.550, 1.496)
O (-0.004, -0.238, -0.090)
C (1.112, -0.179, -0.729)
O (1.225, 0.669, -1.649)
C (2.204, -1.112, -0.385)
C (2.002, -2.081, 0.594)
C (3.031, -2.944, 0.926)
C (4.238, -2.808, 0.264)
C (4.460, -1.857, -0.714)
C (3.424, -0.998, -1.040)
N (5.346, -3.724, 0.624)
O (5.135, -4.531, 1.504)
O (6.387, -3.601, 0.016)
H (1.043, -2.153, 1.086)
H (2.917, -3.711, 1.678)
H (5.423, -1.801, -1.199)
H (3.554, -0.236, -1.795)
O (2.160, 1.520, 1.359)
C (1.104, 2.194, 1.754)
O (0.216, 2.536, 0.997)
C (1.087, 2.518, 3.247)
N (2.302, 1.957, 3.861)
C (3.094, 3.058, 4.457)
C (2.652, 4.278, 3.662)
C (1.153, 4.034, 3.489)
H (0.170, 2.078, 3.644)
H (2.678, 1.400, 2.210)
H (2.094, 1.228, 4.529)
H (4.158, 2.849, 4.371)
H (2.852, 3.187, 5.515)
H (3.151, 4.298, 2.690)
H (2.875, 5.212, 4.172)
H (0.700, 4.598, 2.677)
H (0.623, 4.277, 4.410)

E_LUMO	-0.1384	hartree
E_tot	-2359.56740	hartree
energy relative to the best compared isomer or geometry (same formula, charge and spin)	1.8	kcal/mol
gap between HOMO and LUMO	0.266	Ha
net charge	+1
spin multiplicity	1

***

Entry 3:
The following is a DFT calculation (ωB97M-V/def2-TZVPD) of C25H24BrNO2Tb as an isolated structure in a non-equilibrium geometry.

Element x y z (Å)
C (-2.670, -0.789, -3.576)
C (-2.566, -1.411, -2.296)
C (-2.959, -0.455, -1.323)
H (-2.331, -2.474, -2.103)
C (-3.183, 0.787, -1.980)
C (-2.965, 0.595, -3.376)
H (-3.082, 1.355, -4.150)
H (-2.674, -1.325, -4.532)
H (-3.198, -0.682, -0.284)
H (-3.558, 1.698, -1.504)
Tb (-0.434, 0.170, -2.731)
Br (1.825, -1.206, -1.840)
C (1.155, 0.770, -4.407)
C (0.065, 1.572, -4.894)
C (-0.840, 0.698, -5.573)
H (0.006, 2.658, -4.871)
C (-0.385, -0.637, -5.410)
C (0.833, -0.610, -4.684)
H (1.382, -1.492, -4.362)
H (2.049, 1.137, -3.923)
H (-1.653, 1.010, -6.224)
H (-0.834, -1.524, -5.852)
C (4.326, 0.395, 2.387)
C (3.239, -0.648, 2.261)
C (3.491, -1.774, 1.477)
C (2.534, -2.783, 1.344)
C (1.293, -2.619, 1.936)
C (0.989, -1.422, 2.591)
N (-0.348, -1.191, 2.890)
C (-1.072, -0.016, 2.774)
C (-1.969, 0.244, 3.821)
C (-2.371, 1.552, 4.044)
C (-1.894, 2.564, 3.194)
C (-1.150, 2.272, 2.032)
C (-0.876, 0.937, 1.711)
C (-0.601, 0.409, 0.316)
O (-0.512, 1.260, -0.672)
O (-0.561, -0.831, 0.159)
C (2.005, -0.496, 2.909)
C (1.781, 0.594, 3.916)
H (3.963, 1.384, 2.071)
H (4.715, 0.487, 3.413)
H (5.177, 0.139, 1.741)
H (4.455, -1.856, 0.971)
H (2.748, -3.668, 0.754)
H (0.503, -3.356, 1.831)
H (-0.881, -1.989, 3.216)
H (-2.202, -0.567, 4.527)
H (-3.034, 1.765, 4.885)
H (-2.104, 3.609, 3.454)
H (-0.823, 3.088, 1.377)
H (1.227, 1.443, 3.494)
H (1.228, 0.232, 4.795)
H (2.737, 0.997, 4.274)

E_LUMO (spin up / spin down)	0.0992 / 0.0994	hartree
E_tot	-4570.90855	hartree
energy relative to the best compared isomer or geometry (same formula, charge and spin)	0.0	kcal/mol
gap between HOMO and LUMO (spin up / spin down)	0.259 / 0.263	Ha
net charge	-1
spin multiplicity	7
expectation value of S²	12.70

***

Entry 4:
The following is a DFT calculation (ωB97M-V/def2-TZVPD) of C25H24CaN6O6S2Se3Te2 as an isolated structure.

Element x y z (Å)
Ca (0.167, -0.595, 0.182)
O (0.173, -1.326, -1.999)
N (-0.029, -2.620, -2.269)
C (1.025, -3.449, -2.101)
C (0.901, -4.800, -2.241)
C (-0.358, -5.307, -2.578)
C (-1.400, -4.449, -2.800)
C (-1.271, -3.043, -2.675)
S (-2.533, -1.956, -3.011)
H (1.943, -2.961, -1.802)
H (1.755, -5.425, -2.027)
H (-0.512, -6.377, -2.649)
H (-2.382, -4.809, -3.071)
Se (0.002, -3.617, 1.484)
Te (0.340, -5.598, 2.959)
Te (3.958, -4.036, 0.288)
Se (2.159, -2.524, 1.149)
N (0.245, 3.154, 0.284)
C (1.451, 2.747, 0.781)
C (2.442, 3.700, 1.082)
C (3.622, 3.282, 1.647)
C (3.807, 1.930, 1.922)
C (2.791, 1.063, 1.583)
N (1.639, 1.441, 1.010)
H (0.262, 4.006, -0.250)
H (-0.385, 2.440, -0.080)
H (2.260, 4.744, 0.862)
H (4.400, 4.002, 1.871)
H (4.719, 1.552, 2.361)
H (2.894, -0.002, 1.765)
O (-1.447, 1.070, -0.615)
C (-2.386, 0.285, -0.293)
O (-2.214, -0.782, 0.331)
C (-3.793, 0.662, -0.679)
C (-4.050, 1.871, -1.314)
C (-5.346, 2.228, -1.639)
C (-6.373, 1.353, -1.323)
C (-6.137, 0.131, -0.711)
C (-4.836, -0.211, -0.392)
N (-7.751, 1.734, -1.646)
O (-8.647, 0.966, -1.346)
O (-7.937, 2.800, -2.208)
H (-3.216, 2.517, -1.550)
H (-5.574, 3.161, -2.132)
H (-6.965, -0.529, -0.503)
H (-4.596, -1.162, 0.062)
C (-2.164, 0.535, 3.835)
S (-1.355, -0.955, 3.229)
C (-0.776, -1.583, 4.799)
O (-0.096, -0.433, 2.582)
H (-3.045, 0.261, 4.414)
H (-2.462, 1.097, 2.950)
H (-1.457, 1.114, 4.429)
H (-1.624, -1.774, 5.456)
H (-0.086, -0.854, 5.226)
H (-0.260, -2.518, 4.571)
Se (1.600, 0.801, -2.413)
N (2.841, -0.225, -1.692)
C (3.889, 0.540, -1.444)
C (5.098, 0.051, -0.855)
C (6.112, 0.928, -0.658)
C (5.989, 2.312, -1.017)
C (4.856, 2.816, -1.565)
C (3.754, 1.933, -1.797)
N (2.591, 2.270, -2.323)
H (5.152, -0.997, -0.579)
H (7.037, 0.586, -0.211)
H (6.831, 2.971, -0.834)
H (4.759, 3.861, -1.828)

E_LUMO	0.1108	hartree
E_tot	-10961.51254	hartree
energy relative to the best compared isomer or geometry (same formula, charge and spin)	0.0	kcal/mol
gap between HOMO and LUMO	0.147	Ha
net charge	-2
spin multiplicity	1

***

Entry 5:
The following is a DFT calculation (ωB97M-V/def2-TZVPD) of C25H24F3N5Pd as an isolated structure.

Element x y z (Å)
Pd (-0.015, 0.254, -0.059)
C (-1.836, -1.729, 1.107)
C (-2.213, -0.699, 2.159)
C (-2.520, 0.661, 1.595)
C (-3.591, 1.371, 2.121)
C (-3.971, 2.576, 1.565)
C (-3.280, 3.036, 0.455)
C (-2.212, 2.301, -0.007)
N (-1.806, 1.150, 0.563)
N (-0.417, -1.612, 0.700)
C (0.490, -2.052, 1.811)
C (0.952, -1.003, 2.799)
C (1.214, -1.394, 4.105)
C (1.736, -0.463, 4.989)
C (1.972, 0.826, 4.538)
C (1.668, 1.124, 3.220)
N (1.172, 0.234, 2.359)
C (-0.142, -2.481, -0.482)
C (1.212, -2.115, -1.018)
C (2.086, -3.017, -1.590)
C (3.327, -2.566, -2.020)
C (3.662, -1.234, -1.843)
C (2.739, -0.385, -1.262)
N (1.535, -0.816, -0.875)
H (-2.008, -2.738, 1.490)
H (-2.453, -1.595, 0.217)
H (-3.116, -1.050, 2.657)
H (-1.449, -0.630, 2.936)
H (-4.133, 0.955, 2.959)
H (-4.804, 3.134, 1.972)
H (-3.559, 3.948, -0.052)
H (-1.661, 2.635, -0.871)
H (-0.011, -2.863, 2.344)
H (1.381, -2.484, 1.354)
H (1.015, -2.409, 4.425)
H (1.952, -0.739, 6.012)
H (2.378, 1.586, 5.190)
H (1.836, 2.125, 2.839)
H (-0.183, -3.536, -0.199)
H (-0.912, -2.296, -1.231)
H (1.803, -4.056, -1.689)
H (4.029, -3.252, -2.474)
H (4.627, -0.851, -2.145)
H (2.958, 0.660, -1.094)
F (2.576, 6.416, -1.919)
C (2.015, 5.589, -2.801)
F (2.912, 5.298, -3.748)
F (0.982, 6.214, -3.377)
C (1.532, 4.315, -2.131)
C (1.120, 3.249, -2.918)
C (0.668, 2.105, -2.295)
N (0.609, 2.000, -0.958)
C (1.003, 3.032, -0.202)
C (1.476, 4.209, -0.752)
H (1.152, 3.303, -3.998)
H (0.338, 1.247, -2.864)
H (0.927, 2.898, 0.868)
H (1.791, 5.020, -0.113)

E_LUMO	-0.2152	hartree
E_tot	-1667.89378	hartree
energy relative to the best compared isomer or geometry (same formula, charge and spin)	0.0	kcal/mol
gap between HOMO and LUMO	0.335	Ha
net charge	+2
spin multiplicity	1

***

Entry 6:
The following is a DFT calculation (ωB97M-V/def2-TZVPD) of C25H24F3N5Pd as an isolated structure.

Element x y z (Å)
Pd (-0.100, 0.506, 0.537)
C (0.203, 2.130, -1.923)
C (-1.161, 1.594, -2.375)
C (-1.486, 0.145, -2.102)
C (-1.675, -0.750, -3.147)
C (-2.173, -2.017, -2.881)
C (-2.496, -2.354, -1.575)
C (-2.239, -1.433, -0.578)
N (-1.726, -0.223, -0.831)
N (0.254, 2.539, -0.503)
C (-0.760, 3.553, -0.158)
C (-1.870, 3.005, 0.706)
C (-3.032, 3.734, 0.914)
C (-3.993, 3.242, 1.782)
C (-3.768, 2.032, 2.423)
C (-2.597, 1.355, 2.154)
N (-1.672, 1.836, 1.317)
C (1.605, 2.986, -0.126)
C (2.563, 1.857, 0.141)
C (3.886, 1.927, -0.261)
C (4.764, 0.925, 0.130)
C (4.288, -0.106, 0.925)
C (2.950, -0.115, 1.273)
N (2.100, 0.840, 0.882)
H (0.446, 2.996, -2.551)
H (0.981, 1.380, -2.089)
H (-1.230, 1.750, -3.450)
H (-1.958, 2.185, -1.920)
H (-1.469, -0.441, -4.163)
H (-2.341, -2.717, -3.689)
H (-2.930, -3.313, -1.329)
H (-2.464, -1.651, 0.458)
H (-1.172, 4.019, -1.055)
H (-0.287, 4.355, 0.411)
H (-3.169, 4.679, 0.405)
H (-4.905, 3.797, 1.955)
H (-4.488, 1.620, 3.116)
H (-2.378, 0.402, 2.619)
H (1.524, 3.544, 0.809)
H (2.025, 3.662, -0.877)
H (4.226, 2.763, -0.857)
H (5.800, 0.957, -0.177)
H (4.946, -0.893, 1.267)
H (2.547, -0.900, 1.898)
F (2.906, -5.864, 0.322)
C (1.670, -5.833, 0.840)
F (0.869, -6.559, 0.052)
F (1.697, -6.390, 2.050)
C (1.176, -4.402, 0.902)
C (1.318, -3.596, -0.221)
C (0.860, -2.297, -0.151)
N (0.294, -1.783, 0.950)
C (0.163, -2.566, 2.021)
C (0.587, -3.886, 2.042)
H (1.778, -3.974, -1.124)
H (0.945, -1.644, -1.015)
H (-0.296, -2.123, 2.896)
H (0.466, -4.486, 2.932)

E_LUMO (spin up / spin down)	-0.2010 / -0.2804	hartree
E_tot	-1667.83253	hartree
gap between HOMO and LUMO (spin up / spin down)	0.347 / 0.292	Ha
net charge	+2
spin multiplicity	3
expectation value of S²	2.01

***

Entry 7:
The following is a DFT calculation (ωB97M-V/def2-TZVPD) of C25H24F4IO6PS as an isolated structure in a non-equilibrium geometry.

Element x y z (Å)
C (0.314, 5.411, -2.327)
S (-0.741, 4.086, -1.589)
O (-0.754, 2.887, -2.455)
O (-0.104, 3.700, -0.295)
O (-2.249, 4.762, -1.328)
P (-3.194, 4.838, -2.725)
O (-2.428, 4.802, -4.014)
O (-4.178, 3.481, -2.672)
O (-4.133, 6.235, -2.764)
I (-4.606, 6.881, -0.912)
H (-0.093, 5.738, -3.316)
H (0.226, 6.274, -1.615)
H (1.366, 5.059, -2.381)
H (-4.410, 3.290, -1.746)
F (-4.001, 0.727, 2.825)
C (-2.810, 1.226, 3.200)
C (-2.303, 0.905, 4.447)
C (-1.070, 1.418, 4.832)
C (-0.365, 2.252, 3.970)
C (-0.889, 2.570, 2.722)
C (-2.116, 2.050, 2.331)
H (-2.871, 0.261, 5.107)
H (-0.660, 1.168, 5.802)
H (0.594, 2.654, 4.273)
H (-0.342, 3.222, 2.053)
H (-2.534, 2.279, 1.359)
F (-4.483, -2.422, -2.777)
C (-3.370, -1.839, -2.292)
C (-2.461, -2.603, -1.580)
C (-1.310, -2.002, -1.082)
C (-1.089, -0.645, -1.296)
C (-2.011, 0.111, -2.008)
C (-3.158, -0.490, -2.515)
H (-2.656, -3.656, -1.418)
H (-0.589, -2.590, -0.530)
H (-0.195, -0.177, -0.905)
H (-1.834, 1.168, -2.167)
H (-3.885, 0.082, -3.080)
F (1.199, -1.637, 0.580)
C (2.309, -1.053, 1.065)
C (3.218, -1.816, 1.775)
C (4.368, -1.217, 2.272)
C (4.590, 0.140, 2.062)
C (3.665, 0.897, 1.349)
C (2.519, 0.296, 0.842)
H (3.023, -2.869, 1.936)
H (5.090, -1.806, 2.823)
H (5.485, 0.608, 2.453)
H (3.836, 1.954, 1.189)
H (1.792, 0.868, 0.278)
F (4.562, -6.098, 0.888)
C (3.545, -5.862, 0.039)
C (3.752, -5.038, -1.054)
C (2.704, -4.798, -1.932)
C (1.459, -5.374, -1.703)
C (1.264, -6.196, -0.599)
C (2.314, -6.447, 0.276)
H (4.726, -4.591, -1.211)
H (2.856, -4.160, -2.795)
H (0.640, -5.182, -2.387)
H (0.293, -6.641, -0.418)
H (2.183, -7.091, 1.137)

E_LUMO	-0.0784	hartree
E_tot	-2855.20272	hartree
energy relative to the best compared isomer or geometry (same formula, charge and spin)	0.0	kcal/mol
gap between HOMO and LUMO	0.244	Ha
spin multiplicity	1